No. 1
3 unconnected molecules or ions with the total composition C15H23N2O7, computed with wB97M-V/def2-TZVPD.

Values from the calculation:
- E_HOMO: -0.46753 Ha
- Net charge: +1
- Molar mass: 343.36 g mol⁻¹
- Frontier orbital gap: 7.6 eV

Positions of all 47 atoms, in Å:
C -2.85874 -0.50257 0.30105
C -2.30290 -1.61269 -0.58485
O -2.42307 -2.89073 0.01435
C -2.95420 -1.61154 -2.00596
C -1.97656 -1.19933 -3.04399
C -1.96034 0.02347 -3.69373
C -0.96044 0.25162 -4.64500
N -0.01772 -0.59358 -4.96760
N -0.05522 -1.74751 -4.31461
C -0.95312 -2.07783 -3.41093
H -3.91143 -0.32189 0.09053
H -2.77758 -0.78472 1.34424
H -2.30606 0.42076 0.16065
H -1.22803 -1.46514 -0.67814
H -3.35184 -3.13991 0.06370
H -3.80355 -0.94011 -2.00101
H -3.25838 -2.63588 -2.19849
H -2.70202 0.77652 -3.48197
H -0.94144 1.18833 -5.17965
H 0.67532 -2.40439 -4.56126
H -0.87418 -3.05757 -2.96260
C 1.86715 1.41047 -2.19059
C 1.36746 2.32962 -1.09555
C 2.04382 2.18366 0.24723
O 1.01832 2.65372 1.14354
C -0.17570 2.40759 0.56656
O -1.22936 2.49198 1.10465
O -0.00149 2.03171 -0.73169
H 2.55196 1.94414 -2.84755
H 2.40293 0.54490 -1.79763
H 1.03375 1.04763 -2.79058
H 1.38388 3.36918 -1.43007
H 2.94992 2.77078 0.36332
H 2.25405 1.13840 0.48542
C 0.38723 -0.52782 5.07764
C 1.79311 -0.09195 4.71946
C 1.92583 0.76597 3.48541
O 3.27192 0.49257 3.07047
C 3.57002 -0.77076 3.48138
O 4.51100 -1.39031 3.11598
O 2.62174 -1.21639 4.33802
H -0.02124 0.11243 5.85744
H -0.28315 -0.46991 4.21852
H 0.38528 -1.55410 5.43918
H 2.27688 0.38777 5.57308
H 1.78200 1.82770 3.66274
H 1.25420 0.43577 2.68888

No. 2
8 unconnected molecules or ions with the total composition C8H32N16O8 at a distorted geometry, computed with wB97M-V/def2-TZVPD.

Values from the calculation:
- E_HOMO: -0.34542 Ha
- Net charge: 0
- Molar mass: 480.45 g mol⁻¹
- Frontier orbital gap: 9.2 eV

Positions of all 64 atoms, in Å:
C -1.27459 2.20332 -1.17971
O -0.65929 1.40463 -1.81303
N -1.20407 2.31124 0.12492
N -2.15940 3.01634 -1.58311
H -0.49566 1.70853 0.51860
H -1.74871 2.97963 0.65098
H -2.30548 2.98732 -2.58207
H -2.82821 3.53221 -1.02934
C -2.29129 -1.89161 3.47826
O -2.94263 -1.47943 4.44614
N -1.04358 -1.57969 3.33389
N -2.76856 -2.67188 2.49156
H -0.86395 -0.70342 3.80292
H -0.36043 -1.96044 2.69480
H -2.29261 -2.67478 1.60074
H -3.71699 -3.00176 2.38306
C 2.45433 3.15688 4.26521
O 2.30423 2.15900 4.98560
N 1.64617 4.13769 4.26449
N 3.44449 3.19610 3.49312
H 0.90142 4.11191 4.94624
H 1.72197 4.89706 3.60290
H 3.95287 2.32361 3.47275
H 3.73356 4.08819 3.11802
C -3.89235 -1.71076 -4.94532
O -3.35041 -0.93436 -5.63734
N -4.56658 -1.23595 -3.82344
N -4.17068 -2.92685 -5.22960
H -4.38678 -0.26022 -3.63440
H -5.00446 -1.83229 -3.13588
H -4.91023 -3.32102 -4.66588
H -3.81703 -3.29754 -6.10001
C 0.88844 -4.87442 -0.90042
O 1.39657 -3.96892 -0.26059
N 0.07010 -4.63400 -1.86341
N 0.99003 -6.13339 -0.74540
H -0.20962 -5.45423 -2.38215
H -0.29661 -3.73737 -2.14921
H 1.40651 -6.45078 0.11826
H 0.44111 -6.66969 -1.40204
C 6.24177 -1.64417 1.42077
O 7.43120 -1.44831 1.61742
N 5.57574 -2.61875 2.05266
N 5.41283 -1.01664 0.60141
H 6.12088 -3.24263 2.63033
H 4.62102 -2.90792 1.89457
H 4.48473 -1.40995 0.53800
H 5.69696 -0.27863 -0.02686
C -4.29631 4.77360 3.46960
O -4.31380 5.13941 2.33349
N -3.86269 5.55784 4.37516
N -4.74255 3.65550 3.94048
H -3.59471 5.21648 5.28716
H -3.39468 6.35504 3.96830
H -5.26199 3.13627 3.24716
H -4.50704 3.23160 4.82646
C 3.81779 0.20727 -5.85108
O 4.81368 -0.04046 -6.55082
N 3.77031 1.04317 -4.87240
N 2.62714 -0.29642 -6.09887
H 4.46740 1.70403 -4.56025
H 2.84702 1.07551 -4.46424
H 2.50314 -0.99145 -6.82112
H 1.75058 -0.00921 -5.68744

No. 3
C3H3F3 in the gas phase at a distorted geometry, computed with wB97M-V/def2-TZVPD.

Values from the calculation:
- E_HOMO: -0.40752 Ha
- Net charge: 0
- Molar mass: 96.05 g mol⁻¹
- Frontier orbital gap: 12.2 eV

Positions of all 9 atoms, in Å:
C 1.38459 -0.35751 -0.43768
C 0.60005 0.22446 0.38125
C -1.16125 0.13882 0.17511
F -1.39466 0.31346 -1.12050
F -1.74264 -1.01507 0.43897
F -1.68760 1.16275 0.91877
H 2.45604 -0.25767 -0.52444
H 0.81287 -1.02267 -1.17291
H 0.73259 0.81342 1.34145

No. 4
C24H33N3O3 in the gas phase, computed with wB97M-V/def2-TZVPD.

Values from the calculation:
- E_HOMO: -0.31167 Ha
- Net charge: 0
- Molar mass: 411.55 g mol⁻¹
- Frontier orbital gap: 9.0 eV

Positions of all 63 atoms, in Å:
C -5.36966 -1.63466 -0.79707
H -4.77352 -1.02783 -1.47138
C -4.88520 -1.46050 0.63739
H -4.90755 -0.39692 0.88117
H -5.57412 -1.96903 1.31683
C -3.47520 -2.00241 0.91365
C -3.42765 -3.52614 0.79472
H -3.61609 -3.83684 -0.22888
H -4.18058 -3.97535 1.43803
H -2.45403 -3.91241 1.08763
H -3.22375 -1.72921 1.94811
C -2.40548 -1.37112 0.00372
N -1.08725 -1.79416 0.43195
C -0.08895 -2.06047 -0.44114
O -0.14066 -1.90281 -1.63180
O 0.98516 -2.53488 0.23829
C 2.15059 -2.81048 -0.52833
C 3.37228 -2.13921 0.03795
C 4.56694 -2.20877 -0.66973
C 5.70669 -1.59904 -0.17938
C 5.66569 -0.91251 1.02359
C 4.48065 -0.84531 1.73401
C 3.33945 -1.45804 1.24493
H 2.41353 -1.40717 1.79681
H 4.44378 -0.31441 2.67431
H 6.55522 -0.43266 1.40405
H 6.62909 -1.65479 -0.73855
H 4.59669 -2.73850 -1.61093
H 1.97407 -2.47373 -1.55769
H 2.29426 -3.89918 -0.53787
H -0.94643 -2.06438 1.39282
C -2.50844 0.16152 -0.02742
O -3.19835 0.74986 -0.83156
N -1.79985 0.78591 0.93631
H -1.16113 0.23953 1.49297
C -1.60377 2.21616 0.93781
H -2.20105 2.60910 0.11530
H -1.97778 2.64873 1.87129
C -0.11375 2.57519 0.79383
N 0.03145 4.03235 0.73313
C -0.36415 4.62981 -0.52679
H -1.37148 4.31920 -0.78870
H 0.31218 4.37454 -1.35529
H -0.36444 5.71247 -0.40200
C 1.35672 4.47806 1.10944
H 1.61111 4.07764 2.09008
H 2.13453 4.17944 0.39073
H 1.34935 5.56563 1.17493
C 0.57241 1.83903 -0.34086
C -0.04451 1.61252 -1.56601
C 0.63810 0.97945 -2.58943
C 1.95324 0.58677 -2.41525
C 2.58140 0.81608 -1.20405
C 1.88988 1.42535 -0.17273
H 2.38423 1.57842 0.77753
H 3.60861 0.51641 -1.05589
H 2.48616 0.09941 -3.21833
H 0.13677 0.79124 -3.52615
H -1.06764 1.91196 -1.72858
H 0.37625 2.27133 1.72971
H -2.53763 -1.71122 -1.02874
H -6.40319 -1.30505 -0.87182
H -5.32323 -2.67386 -1.11067

No. 5
8 unconnected molecules or ions with the total composition C36H99N18O5P5 at a distorted geometry, computed with wB97M-V/def2-TZVPD.

Values from the calculation:
- E_HOMO: -0.30051 Ha
- Net charge: 0
- Molar mass: 1019.18 g mol⁻¹
- Frontier orbital gap: 8.6 eV

Positions of all 163 atoms, in Å:
O 1.27817 -5.20859 42.40976
P 1.76316 -6.49609 41.89010
N 2.50649 -6.48759 40.42273
C 3.81042 -5.87050 40.27540
C 1.75817 -6.50433 39.16601
N 0.51250 -7.57789 41.68151
C 0.76721 -8.90965 41.18052
C -0.57661 -7.51195 42.63072
N 2.90747 -7.17829 42.88351
C 2.94041 -6.76890 44.28162
C 3.81140 -8.24318 42.48793
H 4.16398 -5.39938 41.19065
H 3.79371 -5.11422 39.48297
H 4.53986 -6.62708 39.95530
H 0.77365 -6.95499 39.23801
H 2.32861 -7.06821 38.42482
H 1.67333 -5.45723 38.86122
H 1.13077 -9.58046 41.97413
H -0.17813 -9.36778 40.86707
H 1.43476 -8.89516 40.32448
H -0.37461 -8.10644 43.54312
H -0.77886 -6.50407 42.97990
H -1.46505 -7.98410 42.20154
H 3.21857 -5.71685 44.37952
H 1.97613 -6.91483 44.77460
H 3.68361 -7.34758 44.83034
H 3.76843 -8.35314 41.40515
H 3.49022 -9.19796 42.91466
H 4.84225 -8.00335 42.74814
O -1.11728 -5.81033 37.03371
P -1.82131 -4.73208 37.74665
N -3.06268 -4.01760 36.90728
C -3.86801 -4.88301 36.06989
C -3.47299 -2.62544 36.98428
N -0.86091 -3.47326 38.21014
C -0.29752 -2.55507 37.24530
C -0.32185 -3.35854 39.56180
N -2.53224 -5.31030 39.12453
C -2.37067 -6.68704 39.51570
C -3.38971 -4.47325 39.93539
H -4.76751 -5.24131 36.59028
H -3.30320 -5.73334 35.69414
H -4.23118 -4.32327 35.20304
H -3.93511 -2.40805 37.96053
H -4.22779 -2.38198 36.24239
H -2.62386 -1.95113 36.94211
H -0.41289 -1.52419 37.59894
H 0.77579 -2.75488 37.12049
H -0.78125 -2.67829 36.27877
H -0.54791 -2.37736 39.98188
H -0.65919 -4.18517 40.17508
H 0.77615 -3.37253 39.51192
H -3.23429 -7.32010 39.26707
H -1.52043 -7.12647 38.99755
H -2.19049 -6.78192 40.58997
H -3.45316 -4.85686 40.95429
H -4.42414 -4.45050 39.56360
H -3.00722 -3.45190 39.95543
O 10.38518 -7.51851 41.84361
P 9.75912 -6.21314 41.58598
N 9.49253 -6.01406 39.96151
C 8.86746 -4.81652 39.43146
C 10.29140 -6.80640 39.03651
N 10.63181 -4.95070 42.18492
C 10.05587 -3.63865 42.41275
C 12.07567 -4.99337 41.97471
N 8.26355 -5.98155 42.27356
C 8.20296 -6.06348 43.72320
C 7.13594 -6.65088 41.64663
H 8.04537 -4.44261 40.03546
H 8.59023 -4.92757 38.38456
H 9.61311 -4.00048 39.37913
H 9.83820 -7.77686 38.83558
H 11.32480 -6.93083 39.36268
H 10.39057 -6.25414 38.09728
H 9.00661 -3.69315 42.69129
H 10.62900 -3.13234 43.19208
H 10.08722 -3.00086 41.51692
H 12.49542 -4.00020 42.11229
H 12.54074 -5.67963 42.68555
H 12.32938 -5.36341 40.97726
H 7.27621 -5.63473 44.11229
H 8.41621 -7.05365 44.13161
H 8.94379 -5.37895 44.15760
H 7.10698 -6.44784 40.57647
H 6.20615 -6.27210 42.07104
H 7.16469 -7.74522 41.73419
O 10.26331 2.12860 40.03584
P 9.20427 2.24963 39.01561
N 8.13258 3.51376 39.21558
C 7.05363 3.30173 40.16377
C 8.70309 4.85113 39.30876
N 8.25133 0.89940 38.97434
C 7.19760 0.69352 38.01862
C 8.46081 -0.19374 39.89958
N 9.81293 2.56462 37.51632
C 11.20602 2.22902 37.26875
C 9.00072 3.02415 36.39334
H 6.28446 4.06342 40.02250
H 7.40123 3.30731 41.21008
H 6.57437 2.33470 40.04230
H 9.40559 5.00411 38.48537
H 9.25440 4.99212 40.24212
H 7.91004 5.58286 39.15356
H 6.44022 0.02683 38.44359
H 6.66814 1.61590 37.77212
H 7.55426 0.21591 37.09652
H 9.31061 0.01193 40.54576
H 7.56652 -0.33276 40.51971
H 8.64939 -1.13060 39.36722
H 11.85822 2.68383 38.01264
H 11.38631 1.14433 37.33437
H 11.51654 2.48042 36.25732
H 8.09715 2.42982 36.25910
H 9.55955 2.92941 35.46409
H 8.72335 4.07343 36.52245
O 3.41322 -3.41516 36.97649
P 4.09739 -4.00108 35.80671
N 5.72431 -4.18791 35.88200
C 6.32963 -5.26945 36.66994
C 6.54083 -2.97083 35.85678
N 3.87044 -3.04758 34.46669
C 2.58255 -2.39761 34.32943
C 4.60217 -3.24938 33.22888
N 3.56464 -5.54537 35.48565
C 4.04478 -6.27904 34.32746
C 2.18808 -5.89937 35.80735
H 7.33093 -5.48937 36.30588
H 5.73997 -6.18207 36.59011
H 6.30744 -4.97190 37.72316
H 6.41056 -2.46710 34.90027
H 7.58983 -3.19355 36.04199
H 6.26435 -2.26535 36.65201
H 1.73200 -3.08996 34.24484
H 2.35631 -1.79516 35.21198
H 2.59223 -1.74772 33.45532
H 4.87168 -2.28278 32.79287
H 5.50385 -3.82615 33.41490
H 4.00659 -3.78892 32.48229
H 3.39470 -6.11899 33.45753
H 5.03955 -5.92253 34.06664
H 4.07046 -7.34875 34.54321
H 1.70965 -5.25978 36.54292
H 2.17879 -6.90358 36.24839
H 1.55321 -5.96181 34.91620
C 1.05821 0.24646 39.68076
C 0.59560 -0.29784 40.93247
N 0.19739 -0.73353 41.91591
H 0.22295 0.52129 39.03476
H 1.71935 -0.43429 39.15662
H 1.61443 1.17578 39.80086
C 5.37581 0.99051 42.64289
C 4.72372 0.99797 41.33592
N 4.20936 0.99297 40.30931
H 4.82695 0.30575 43.28325
H 5.43504 1.99803 43.05108
H 6.41725 0.68779 42.52003
C 3.56561 -2.11549 39.65540
C 4.97301 -2.48695 39.72070
N 6.09943 -2.72841 39.72188
H 2.90161 -2.96680 39.78274
H 3.44902 -1.58186 38.71767
H 3.35596 -1.47975 40.51689

For each record above, in turn, the calculated ΔE to the lowest compared entry with this formula, charge and spin values are 0.0000, 6.7769, 0.9141, 1.0622, 0.0000 eV.